Entry 1:
Computed, not measured: a molecular structure, C26H38CoN7OPS3Sb at a distorted geometry, with wB97M-V/def2-TZVPD.

```
78
Properties=species:S:1:pos:R:3:lowdin_charge:R:1
Co -0.93274 1.07617 -1.20315 -0.11
C 3.74359 3.97713 0.69886 -0.06
C 2.81030 3.96901 1.72484 -0.07
C 1.58372 3.37100 1.55538 -0.01
C 1.23485 2.75949 0.33488 -0.25
C 2.17411 2.81637 -0.70337 -0.05
C 3.40895 3.40384 -0.51730 -0.07
N 0.00795 2.14835 0.20333 0.06
N -0.75854 2.29081 1.26398 0.13
C -1.97089 1.77280 1.23292 -0.33
C -2.80249 1.87394 2.37604 0.00
C -4.03427 1.28607 2.36232 -0.05
C -4.45558 0.62388 1.20166 -0.02
C -3.62194 0.60303 0.10486 -0.13
N -2.41078 1.14809 0.10084 0.05
H 4.70922 4.43781 0.83996 0.11
H 3.04239 4.44275 2.66682 0.10
H 0.85868 3.36190 2.35275 0.10
H 1.94068 2.39924 -1.66706 -0.01
H 4.11399 3.41829 -1.33847 0.12
H -2.41264 2.40338 3.22883 0.12
H -4.67432 1.33381 3.22969 0.11
H -5.41594 0.13512 1.15801 0.11
H -3.94006 0.12869 -0.81740 0.04
S -1.31423 2.09566 -5.45221 -0.35
Sb -0.73579 0.04469 -4.51997 0.24
S -2.32009 -0.08665 -2.65733 0.10
S 0.74406 0.72534 -2.68963 0.11
O -0.38926 -0.56101 -0.26775 -0.35
P 0.29938 -1.73376 0.32898 0.60
N -0.18275 -3.09485 -0.48500 -0.18
C -0.63531 -3.07104 -1.87352 -0.22
C -0.94816 -4.53133 -2.15873 -0.16
C 0.16801 -5.24722 -1.40048 -0.17
C 0.26658 -4.43123 -0.11060 -0.21
N 1.97104 -1.69229 0.36573 -0.18
C 2.66103 -1.82764 -0.91855 -0.22
C 4.08495 -1.40475 -0.58825 -0.16
C 3.85187 -0.22180 0.34981 -0.15
C 2.62695 -0.64806 1.16097 -0.19
N -0.12862 -1.85216 1.92684 -0.18
C -1.54953 -1.63421 2.21496 -0.19
C -1.79743 -2.28608 3.57592 -0.16
C -0.39553 -2.38754 4.17444 -0.17
C 0.45386 -2.70506 2.94745 -0.20
H 0.15295 -2.70904 -2.54640 0.11
H -1.50376 -2.41837 -1.96994 0.03
H -0.95791 -4.75463 -3.22219 0.11
H -1.92025 -4.78958 -1.73705 0.11
H 1.10124 -5.18144 -1.96249 0.11
H -0.04871 -6.29674 -1.21231 0.11
H 1.27873 -4.41204 0.30164 0.11
H -0.41017 -4.84417 0.64816 0.11
H 2.24104 -1.15730 -1.68157 0.04
H 2.59092 -2.85949 -1.26971 0.11
H 4.65356 -1.13292 -1.47428 0.11
H 4.60265 -2.21288 -0.06774 0.11
H 3.62167 0.67294 -0.22796 0.09
H 4.70857 -0.01045 0.98686 0.11
H 1.95626 0.19339 1.35353 0.10
H 2.92839 -1.08241 2.11959 0.10
H -2.18298 -2.06138 1.43113 0.12
H -1.73723 -0.55912 2.25471 0.09
H -2.22364 -3.28255 3.44844 0.11
H -2.47716 -1.69773 4.18915 0.11
H -0.31948 -3.15011 4.94662 0.11
H -0.09611 -1.42542 4.59109 0.11
H 0.36322 -3.76891 2.69726 0.11
H 1.50750 -2.46945 3.09020 0.10
C -1.44780 5.39356 -3.89870 -0.10
C -2.40489 4.74423 -2.89875 -0.20
C -1.85607 3.53874 -2.35971 -0.10
N -1.42626 2.55761 -1.93718 0.04
H -1.90299 6.29308 -4.30147 0.07
H -1.24731 4.70178 -4.71269 0.00
H -0.50741 5.65441 -3.42139 0.08
H -3.33814 4.47381 -3.39971 0.13
H -2.62770 5.42255 -2.06943 0.12
```

- E_HOMO: -5.9 eV
- Total energy: -126018.4268 eV
- Net charge: 0
- Energy relative to the best compared isomer or geometry (same formula, charge and spin): 15.7 kcal per mole
- LUMO: -2.3 eV

Entry 2:
Computed, not measured: a molecular structure, C26H38Ge2N3OS5SeZn, with wB97M-V/def2-TZVPD.

```
77
Properties=species:S:1:pos:R:3:lowdin_charge:R:1
Zn -3.23030 0.25631 0.26863 0.27
C -1.15015 -4.72278 -0.73192 -0.17
C -1.33605 -3.28082 -0.25022 -0.37
Ge 0.05986 -2.07592 -0.89826 0.85
C -0.11662 -1.61155 -2.79627 -0.38
C 0.16851 -2.79904 -3.72110 -0.17
C 1.85317 -2.84415 -0.60133 -0.23
C 2.51229 -2.02016 0.23584 -0.34
Ge 1.18581 -0.57735 0.64613 0.89
C 1.86293 1.18313 0.07694 -0.35
C 3.28096 1.53750 0.53631 -0.17
C 0.48914 -0.57070 2.47081 -0.36
C 1.36536 0.02322 3.57418 -0.17
C 3.90972 -2.21847 0.70982 -0.23
C 4.39995 -1.48837 1.79031 -0.06
C 5.69832 -1.65674 2.25251 -0.09
C 6.54441 -2.56242 1.63098 -0.11
C 6.07606 -3.29627 0.54657 -0.09
C 4.77829 -3.12381 0.09315 -0.04
H -1.88638 -5.38154 -0.26590 0.07
H -0.15834 -5.10543 -0.47920 0.06
H -1.27196 -4.80875 -1.81291 0.05
H -1.31417 -3.24248 0.84134 0.02
H -2.30696 -2.88908 -0.56042 0.02
H 0.59157 -0.80214 -2.99543 0.05
H -1.12043 -1.21882 -2.97187 0.01
H 1.15964 -3.22048 -3.53746 0.06
H 0.12425 -2.50128 -4.77189 0.06
H -0.56057 -3.59777 -3.58004 0.05
H 2.29449 -3.76390 -0.99225 0.05
H 1.15712 1.93569 0.43851 0.04
H 1.81004 1.19976 -1.01557 0.06
H 3.34705 1.60603 1.62463 0.05
H 3.59449 2.50301 0.12846 0.06
H 4.00860 0.79300 0.21171 0.06
H 0.22754 -1.60527 2.70637 0.04
H -0.45777 -0.03244 2.40401 0.02
H 2.26942 -0.56467 3.73889 0.05
H 0.82223 0.04627 4.52234 0.07
H 1.67343 1.04883 3.34694 0.05
H 3.74514 -0.77855 2.27785 0.07
H 6.04958 -1.07651 3.09690 0.10
H 7.55936 -2.69621 1.98406 0.09
H 6.72834 -4.00434 0.04988 0.10
H 4.42989 -3.69495 -0.75871 0.10
S -9.00132 0.96171 -3.74555 0.44
C -7.58879 0.87747 -2.88308 -1.54
S -7.18765 1.93202 -1.59028 0.87
C -5.60858 1.28996 -1.19929 -1.16
C -5.21687 0.23701 -1.94547 -1.14
S -3.71113 -0.66265 -1.80991 0.53
S -6.35424 -0.28051 -3.16981 0.88
S -4.71575 2.06355 0.09939 0.50
C -1.37353 2.78218 2.47352 -0.01
N -1.19507 3.30512 1.12849 -0.07
C -0.76706 4.68284 0.97514 -0.15
C -1.26877 5.21811 -0.35062 -0.15
C -0.74758 4.32714 -1.45822 -0.15
N -1.03495 2.93016 -1.17098 -0.05
C -1.13539 1.99782 -2.28860 -0.02
C -1.22081 2.45123 0.07341 -0.52
O -1.41610 1.22940 0.26144 -0.13
H -1.92316 3.51780 3.06114 0.09
H -0.41495 2.57919 2.96141 0.09
H -1.94581 1.86034 2.44321 0.07
H 0.32718 4.75752 1.02555 0.13
H -1.17353 5.25411 1.80965 0.12
H -0.92438 6.24160 -0.50242 0.12
H -2.36058 5.21148 -0.35229 0.13
H 0.33383 4.46760 -1.57521 0.13
H -1.21770 4.57907 -2.40884 0.12
H -0.64041 2.44607 -3.14944 0.09
H -2.17552 1.77704 -2.52988 0.07
H -0.64623 1.05890 -2.04226 0.06
Se -2.57575 -2.97587 3.80688 0.46
C -2.89373 -1.65095 2.66098 -0.94
N -3.09291 -0.76604 1.92863 -0.01
```

- E_HOMO: -4.4 eV
- Total energy: -315074.0224 eV
- Net charge: -1
- Energy relative to the best compared isomer or geometry (same formula, charge and spin): 1.6 kcal per mole
- LUMO: 2.1 eV

Entry 3:
Computed, not measured: a molecular structure, C26H38Ge2N4O4PtSe, with wB97M-V/def2-TZVPD.

```
76
Properties=species:S:1:pos:R:3:lowdin_charge:R:1
Pt 0.50567 0.92292 0.78291 0.81
C 2.29226 3.05347 3.01668 -0.16
C 3.03706 1.72175 2.97588 -0.35
Ge 2.89624 0.75833 1.28032 0.82
C 3.46664 -1.10943 1.29771 -0.35
C 3.16387 -1.87280 0.01404 -0.17
C 3.88233 1.78780 -0.08333 -0.11
C 3.31333 2.02730 -1.31873 -0.26
Ge 1.40786 1.38603 -1.41771 0.81
C 1.23740 -0.12225 -2.66701 -0.35
C 1.36069 0.22344 -4.14970 -0.15
C 0.18303 2.88617 -1.83829 -0.36
C 0.04265 3.92911 -0.73111 -0.16
C 4.03669 2.66279 -2.37258 -0.18
C 3.36551 3.04260 -3.57004 -0.01
C 4.02535 3.68616 -4.58206 -0.01
C 5.39298 3.95784 -4.45106 0.02
C 6.09481 3.57443 -3.30185 -0.02
C 5.43607 2.94186 -2.28289 0.02
H 2.39169 3.51941 3.99666 0.08
H 1.22480 2.92898 2.82162 0.05
H 2.68267 3.75810 2.27932 0.07
H 2.68678 1.04555 3.75775 0.07
H 4.10701 1.87412 3.14702 0.08
H 2.96659 -1.56158 2.15547 0.07
H 4.53799 -1.11714 1.51436 0.08
H 2.09132 -1.88824 -0.19314 0.05
H 3.50202 -2.90606 0.08930 0.08
H 3.66903 -1.42917 -0.84761 0.06
H 4.85145 2.21410 0.16745 0.08
H 0.25545 -0.55997 -2.46050 0.05
H 1.96795 -0.88014 -2.38117 0.05
H 0.67173 1.01730 -4.44611 0.07
H 1.13473 -0.64723 -4.76582 0.08
H 2.37363 0.53482 -4.40688 0.06
H -0.78399 2.44333 -2.09384 0.06
H 0.54920 3.36287 -2.75115 0.06
H -0.39442 3.50938 0.17932 0.04
H -0.60580 4.74501 -1.05008 0.08
H 1.00746 4.36303 -0.46111 0.07
H 2.31237 2.82463 -3.67322 0.08
H 3.50081 3.98346 -5.47938 0.13
H 5.91464 4.46813 -5.25049 0.13
H 7.15298 3.78080 -3.22427 0.13
H 5.99059 2.64093 -1.40637 0.12
O -3.04470 0.27899 2.91941 0.15
C -1.99000 0.54363 2.45224 -0.51
O -1.43773 1.34295 1.69278 -0.09
C -0.58388 -0.76062 3.08080 -0.52
O -1.06860 -1.46558 3.88950 0.19
O 0.45308 -0.49483 2.47259 -0.10
C -4.14223 -4.89312 -0.13517 0.00
N -4.26903 -4.05021 1.04446 -0.06
C -3.50035 -2.99985 1.37938 -0.62
Se -2.05687 -2.30210 0.41708 0.96
N -3.93323 -2.51510 2.55251 0.15
C -4.99623 -3.26947 3.00742 -0.15
C -5.78313 -3.17897 4.15245 0.02
C -6.77865 -4.12195 4.28230 -0.05
C -6.99101 -5.11936 3.31197 -0.04
C -6.21508 -5.20803 2.17714 0.01
C -5.20887 -4.25398 2.04430 -0.14
H -3.36644 -4.48666 -0.77547 0.05
H -5.09063 -4.90762 -0.66871 0.11
H -3.87525 -5.90394 0.16784 0.11
H -3.49092 -1.73643 3.02765 0.12
H -5.61898 -2.41443 4.89860 0.13
H -7.41683 -4.09890 5.15464 0.12
H -7.78671 -5.83512 3.46471 0.12
H -6.38178 -5.97615 1.43516 0.12
N -2.92527 0.13025 -2.23328 0.00
N -2.49206 -0.01393 -0.87672 -0.14
H -3.89870 -0.15395 -2.27569 0.09
H -2.41195 -0.54988 -2.78571 0.08
H -3.05703 0.59011 -0.28732 0.09
H -1.54007 0.34232 -0.80523 0.00
```

- E_HOMO (alpha / beta): -12.9 / -13.4 eV
- Total energy: -223335.9137 eV
- Net charge: +2
- LUMO (alpha / beta): -6.0 / -8.9 eV
- 2S+1: 5